w | The following is a DFT calculation (ωB97M-V/def2-TZVPD) of one molecule with the formula C4H9N3O.

```
! wB97M-V def2-TZVPD RIJCOSX def2/J DEFGRID3
* xyz 0 1
H -0.604 3.119 -0.747
N -0.995 2.238 -0.423
C -0.132 1.365 -0.096
N 1.233 1.517 -0.200
C -0.635 0.076 0.413
N -1.748 0.201 1.248
C -0.091 -1.125 0.142
C 1.076 -1.410 -0.751
O -0.706 -2.237 0.704
H 1.571 2.454 -0.360
H 1.815 0.945 0.389
H -2.295 -0.648 1.297
H -2.289 1.020 1.005
H 1.958 -1.697 -0.172
H 1.321 -0.546 -1.359
H 0.833 -2.240 -1.419
H -0.311 -3.031 0.329
*
```

Computed properties:
E_HOMO in eV: -7.49
Structure (SMILES): [H]/N=C(N)/C(N)=C(\C)O
HOMO-LUMO gap in Eh: 0.304
M in g/mol: 115.14

=====

x | The following is a DFT calculation (ωB97M-V/def2-TZVPD) of C4H9N3O as an isolated structure.

```
! wB97M-V def2-TZVPD RIJCOSX def2/J DEFGRID3
* xyz 0 1
C -0.049 -0.723 1.513
C -0.470 1.402 0.366
C 1.916 -0.022 -0.644
N -0.494 -0.072 0.305
C 0.673 -0.829 -0.363
N -1.947 -0.436 -0.183
N -1.957 -0.464 -1.400
O 0.435 -1.908 -0.858
H -2.890 -0.797 -1.687
H -0.118 -0.109 2.406
H -0.390 -1.746 1.577
H -0.567 1.807 -0.638
H 0.458 1.728 0.826
H -1.306 1.719 0.990
H 2.738 -0.732 -0.705
H 2.151 0.718 0.114
H 1.816 0.464 -1.619
*
```

Computed properties:
E_HOMO in eV: -7.35
HOMO-LUMO gap in Eh: 0.288
M in g/mol: 115.14

=====

Stability ranking, top entry: w; the second entry is 0.1719 hartree less favorable.

=====

w | The following is a DFT calculation (ωB97M-V/def2-TZVPD) of one molecule with the formula C4H5Cl.

```
! wB97M-V def2-TZVPD RIJCOSX def2/J DEFGRID3
* xyz 0 1
C -0.132 -1.283 0.189
C 0.155 -0.632 -0.926
C 0.414 0.769 -0.538
C -0.351 1.015 0.525
Cl 0.046 2.451 1.463
H -0.405 -2.426 0.221
H -0.012 -0.861 1.247
H 0.266 -1.045 -2.010
H 1.277 1.410 -0.772
H -1.256 0.604 0.602
*
```

Computed properties:
E_HOMO in eV: -9.01
Structure (SMILES): C=C/C=C/Cl
HOMO-LUMO gap in Eh: 0.363
M in g/mol: 88.54

=====

x | The following is a DFT calculation (ωB97M-V/def2-TZVPD) of a 2-piece molecular cluster, C4H5Cl overall.

```
! wB97M-V def2-TZVPD RIJCOSX def2/J DEFGRID3
* xyz 0 1
C 0.770 -2.019 0.567
C 0.888 -1.012 -0.107
C -1.636 0.938 0.190
C 1.233 0.122 -0.733
Cl 2.414 1.177 -0.002
H 0.397 -2.758 1.194
H -0.730 1.405 0.467
H -2.362 0.891 1.001
H -1.970 0.888 -0.799
H 0.997 0.368 -1.777
*
```

Computed properties:
E_HOMO (spin up / spin down) in eV: -8.82 / -8.28
HOMO-LUMO gap (spin up / spin down) in Eh: 0.291 / 0.308
M in g/mol: 88.54

=====

Stability ranking, top entry: w; the second entry is 0.0993 hartree less favorable.

=====

w | The following is a DFT calculation (ωB97M-V/def2-TZVPD) of an isolated ion of composition CH2NO3S and charge -1.

```
! wB97M-V def2-TZVPD RIJCOSX def2/J DEFGRID3
* xyz -1 1
C -0.230 0.718 -0.636
N -1.203 0.442 0.678
O -3.818 0.064 0.750
O -2.585 -1.260 -0.813
O -0.849 1.742 -0.007
S -2.821 0.110 -0.292
H 0.825 0.755 -0.478
H -0.726 0.235 -1.471
*
```

Computed properties:
E_HOMO in eV: -3.66
HOMO-LUMO gap in Eh: 0.286
M in g/mol: 108.10

=====

x | The following is a DFT calculation (ωB97M-V/def2-TZVPD) of a 3-piece molecular cluster, CH2NO3S overall.

```
! wB97M-V def2-TZVPD RIJCOSX def2/J DEFGRID3
* xyz -1 1
C -1.108 -0.089 2.109
N -0.777 0.118 3.191
O -1.617 1.958 -2.185
O -0.138 0.047 -2.345
O -2.045 -0.999 -0.262
S -1.509 0.476 -2.258
H -1.590 -0.127 1.111
H -1.394 -1.784 -0.493
*
```

Computed properties:
E_HOMO (spin up / spin down) in eV: -4.76 / -4.76
HOMO-LUMO gap (spin up / spin down) in Eh: 0.305 / 0.305
M in g/mol: 108.10

=====

y | The following is a DFT calculation (ωB97M-V/def2-TZVPD) of an isolated ion of composition CH2NO3S and charge -1.

```
! wB97M-V def2-TZVPD RIJCOSX def2/J DEFGRID3
* xyz -1 1
C 1.720 0.582 0.300
N -1.863 0.308 1.011
O 0.637 0.107 -0.088
O 2.174 1.705 0.256
O -1.349 1.417 -1.283
S -0.992 1.262 0.160
H 2.341 -0.174 0.759
H -2.209 -0.347 0.343
*
```

Computed properties:
E_HOMO in eV: -4.90
HOMO-LUMO gap in Eh: 0.332
M in g/mol: 108.10

=====

Stability ranking, top entry: y; the second entry is 0.0281 hartree less favorable.

=====

w | The following is a DFT calculation (ωB97M-V/def2-TZVPD) of a 2-piece molecular cluster, CH2NO3S overall.

```
! wB97M-V def2-TZVPD RIJCOSX def2/J DEFGRID3
* xyz -1 1
C -2.537 0.306 -1.893
N -0.092 0.251 -0.071
O -2.119 -0.697 -2.272
O -2.991 1.368 -1.923
O -2.689 -0.266 0.652
S -1.441 0.458 1.176
H 0.554 -0.382 0.317
H 0.328 1.158 0.054
*
```

Computed properties:
E_HOMO in eV: -1.76
HOMO-LUMO gap in Eh: 0.210
M in g/mol: 108.10

=====

x | The following is a DFT calculation (ωB97M-V/def2-TZVPD) of CH2NO3S as an isolated structure.

```
! wB97M-V def2-TZVPD RIJCOSX def2/J DEFGRID3
* xyz -1 1
C 0.884 -0.478 0.136
N -0.197 0.369 0.207
O -0.038 1.805 0.037
O 0.507 -1.756 0.044
O 1.993 -0.033 0.094
S -1.869 -0.298 0.077
H -0.592 -1.510 0.129
H -0.687 1.901 -0.724
*
```

Computed properties:
E_HOMO in eV: -3.36
HOMO-LUMO gap in Eh: 0.262
M in g/mol: 108.10

=====

Stability ranking, top entry: w; the second entry is 0.0325 hartree less favorable.

=====

w | The following is a DFT calculation (ωB97M-V/def2-TZVPD) of a 2-piece molecular cluster, C3H8O3 overall.

```
! wB97M-V def2-TZVPD RIJCOSX def2/J DEFGRID3
* xyz 1 2
C 3.371 -1.285 -1.584
O 4.906 -1.458 -1.808
C 2.845 -1.117 -0.146
H 2.888 -1.979 -2.327
H 3.043 -0.286 -1.844
H 5.421 -0.600 -1.783
H 3.087 -0.103 0.203
H 3.215 -1.858 0.634
H 1.791 -1.017 -0.205
O -5.053 1.881 1.442
C -4.288 1.060 1.193
O -2.825 1.069 1.210
H -4.511 0.012 1.096
H -2.725 1.941 0.700
*
```

Computed properties:
E_HOMO (spin up / spin down) in eV: -13.01 / -13.01
HOMO-LUMO gap (spin up / spin down) in Eh: 0.316 / 0.085
M in g/mol: 92.09
⟨S²⟩: 0.755

=====

x | The following is a DFT calculation (ωB97M-V/def2-TZVPD) of a 2-piece molecular cluster, C3H8O3 overall.

```
! wB97M-V def2-TZVPD RIJCOSX def2/J DEFGRID3
* xyz 1 2
C 2.400 -1.256 -1.246
O 3.777 -1.634 -0.700
C 1.833 -0.111 -0.513
H 1.767 -2.119 -0.975
H 2.437 -1.304 -2.339
H 4.061 -0.692 -0.556
H 2.190 0.883 -0.767
H 1.904 -0.189 0.585
H 0.735 -0.185 -0.508
O -5.380 1.978 1.255
C -4.328 1.585 1.675
O -3.440 0.892 0.970
H -4.047 1.935 2.668
H -3.911 0.217 0.450
*
```

Computed properties:
E_HOMO (spin up / spin down) in eV: -12.73 / -12.73
HOMO-LUMO gap (spin up / spin down) in Eh: 0.313 / 0.071
M in g/mol: 92.09
⟨S²⟩: 0.754

=====

y | The following is a DFT calculation (ωB97M-V/def2-TZVPD) of a 2-piece molecular cluster, C3H8O3 overall.

```
! wB97M-V def2-TZVPD RIJCOSX def2/J DEFGRID3
* xyz 1 2
O -0.483 -1.637 0.626
C 0.292 -1.579 -0.295
C 1.071 -0.387 -0.675
C 0.155 0.876 -0.904
O 0.909 1.953 -1.326
H 0.059 -2.244 -1.155
H 1.685 -0.550 -1.563
H 1.785 -0.061 0.093
H -0.255 1.125 0.081
H -0.546 0.674 -1.710
H 1.250 2.451 -0.594
H -2.189 -0.399 1.742
H -1.442 -0.204 3.071
O -2.291 -0.017 2.608
*
```

Computed properties:
E_HOMO (spin up / spin down) in eV: -14.92 / -14.88
HOMO-LUMO gap (spin up / spin down) in Eh: 0.301 / 0.170
M in g/mol: 92.09
⟨S²⟩: 0.759

=====

Stability ranking, top entry: y; the second entry is 0.0150 hartree less favorable.

=====

w | The following is a DFT calculation (ωB97M-V/def2-TZVPD) of a 2-piece molecular cluster, C3H10N2O2 overall.

```
! wB97M-V def2-TZVPD RIJCOSX def2/J DEFGRID3
* xyz 0 1
N -2.556 1.908 0.210
C -1.217 1.433 0.119
C -1.171 -0.078 -0.030
N 0.139 -0.514 -0.273
C 0.305 -1.857 -0.594
O 1.388 -2.447 -0.419
H -2.517 2.893 0.527
H -2.970 2.061 -0.751
H -0.762 1.596 1.118
H -0.552 1.808 -0.640
H -1.507 -0.681 0.895
H -1.912 -0.381 -0.857
H 0.850 -0.244 0.443
H -0.483 -2.287 -1.106
O 2.703 0.774 0.712
H 3.083 1.668 0.676
H 3.465 0.210 0.831
*
```

Computed properties:
E_HOMO in eV: -9.32
Structure (SMILES): NCCNC=O.O
HOMO-LUMO gap in Eh: 0.366
M in g/mol: 106.12

=====

x | The following is a DFT calculation (ωB97M-V/def2-TZVPD) of a 2-piece molecular cluster, C3H10N2O2 overall.

```
! wB97M-V def2-TZVPD RIJCOSX def2/J DEFGRID3
* xyz 0 1
C -1.623 -1.626 -0.468
C -0.918 -0.354 -0.487
O -1.590 0.721 -0.407
N 0.443 -0.430 -0.733
C 1.338 0.771 -0.168
N 2.620 0.475 -0.737
H -2.282 -1.549 0.454
H -2.256 -2.030 -1.213
H -1.030 -2.539 -0.135
H 0.861 -1.364 -0.671
H 0.865 1.667 -0.680
H 1.311 0.645 0.902
H 3.060 1.072 -1.496
H 3.319 0.412 -0.036
O -1.101 1.148 2.145
H -1.512 2.018 2.466
H -1.507 0.964 1.265
*
```

Computed properties:
E_HOMO in eV: -9.55
Structure (SMILES): CC(=O)NCN.O
HOMO-LUMO gap in Eh: 0.382
M in g/mol: 106.12

=====

y | The following is a DFT calculation (ωB97M-V/def2-TZVPD) of a 2-piece molecular cluster, C3H10N2O2 overall.

```
! wB97M-V def2-TZVPD RIJCOSX def2/J DEFGRID3
* xyz 0 1
C -0.762 -0.184 -1.217
N -1.467 0.848 -0.137
C -1.762 0.154 1.110
O -0.700 1.944 0.097
H -0.317 0.416 -2.007
H -1.675 -0.650 -1.578
H -0.127 -1.022 -0.904
H -0.864 -0.142 1.657
H -2.391 -0.712 0.891
H -2.327 0.850 1.741
H 0.291 1.622 0.438
N 2.401 -0.769 -0.535
C 1.679 -0.307 0.502
O 1.549 0.900 0.729
H 2.476 -1.755 -0.722
H 2.714 -0.108 -1.230
H 1.282 -1.086 1.166
*
```

Computed properties:
E_HOMO in eV: -8.03
Structure (SMILES): CN(C)O.NC=O
HOMO-LUMO gap in Eh: 0.315
M in g/mol: 106.12

=====

z | The following is a DFT calculation (ωB97M-V/def2-TZVPD) of C3H10N2O2 as an isolated structure.

```
! wB97M-V def2-TZVPD RIJCOSX def2/J DEFGRID3
* xyz 0 1
C 1.355 0.035 0.583
C -0.537 0.607 0.278
N -0.511 1.387 -0.882
N 2.124 0.107 -0.613
O -1.093 0.952 1.329
H 0.277 1.183 -1.490
H -0.684 2.361 -0.677
H 2.591 -0.750 -0.872
H 2.755 0.895 -0.662
H 1.396 -0.919 1.111
H 1.515 0.859 1.271
C -1.528 -1.211 -0.236
O -2.137 -1.515 0.951
H -2.208 -0.658 1.434
H -2.131 -0.681 -0.975
H -1.015 -2.076 -0.662
H -0.168 -0.577 0.112
*
```

Computed properties:
E_HOMO in eV: -7.35
HOMO-LUMO gap in Eh: 0.296
M in g/mol: 106.12

=====

Stability ranking, top entry: w; the second entry is 0.0025 hartree less favorable.